Entry 1:
DFT (ωB97M-V/def2-TZVPD) results for a structure of composition C29H35Cl5MnN7O8 in a non-equilibrium geometry.

```
! wB97M-V def2-TZVPD RIJCOSX def2/J DEFGRID3
* xyz 0 7
Mn 2.175 2.694 1.059
Cl 2.592 -4.504 -3.952
Cl 0.685 -0.330 -0.435
Cl 2.164 -5.006 3.276
Cl 0.935 -4.135 -1.700
Cl -0.433 -4.582 1.999
O 0.283 -2.733 4.742
O -0.364 -1.041 0.196
O -3.866 1.923 1.990
O 1.917 -1.045 -0.296
O 0.789 0.923 0.253
O 0.420 -0.122 -1.862
O -4.934 0.553 3.270
O 1.059 -0.757 4.758
N -4.285 0.775 2.282
N 3.503 1.320 2.004
N -4.670 -5.829 -1.387
N -4.530 2.292 -1.851
N 3.498 2.761 -0.888
N 0.224 -1.536 4.420
N 0.904 4.028 0.087
C 4.765 1.549 -2.546
C 4.773 2.686 -3.378
C 0.372 3.765 -1.169
C 4.081 1.657 -1.356
C 1.539 -3.323 -3.123
C -3.430 -5.852 -1.902
C 3.928 -0.577 3.515
C 4.817 1.620 2.216
C -4.111 -3.991 0.024
C 3.142 0.131 2.580
C -3.755 -0.398 1.499
C -5.223 0.025 -1.739
C -0.654 5.958 -1.409
C 5.252 -0.131 3.793
C -0.335 4.664 -1.933
C 4.290 3.878 -2.866
C -3.299 1.824 -2.314
C -4.012 -0.451 -2.146
C -2.849 -3.963 -0.516
C -2.474 -4.913 -1.509
C -2.987 0.470 -2.440
C 3.664 3.916 -1.626
C -0.788 -1.106 3.367
C -0.255 6.236 -0.108
C 0.571 5.294 0.526
C 5.688 0.978 3.060
C -5.041 -4.900 -0.473
C -5.519 1.377 -1.624
C 1.311 -4.323 1.844
H 0.743 -3.091 -3.831
H -1.532 -4.967 -2.033
H -2.528 2.555 -2.507
H -3.058 -0.153 0.698
H 0.888 5.667 1.489
H -1.195 6.668 -2.016
H 6.684 1.356 3.237
H 5.923 -0.705 4.415
H 3.315 4.876 -1.276
H 2.167 -0.267 2.342
H -6.057 -4.964 -0.114
H 4.054 0.786 -0.718
H -6.041 -0.602 -1.417
H -3.223 -6.636 -2.616
H -3.191 -1.028 2.187
H 5.152 0.590 -2.859
H -4.449 -3.234 0.717
H -3.823 -1.514 -2.160
H -4.642 -0.929 1.154
H 3.486 -1.404 4.052
H -0.651 4.306 -2.901
H -1.948 0.220 -2.602
H 4.324 4.784 -3.453
H 5.214 2.492 -4.345
H 5.155 2.536 1.754
H -2.116 -3.247 -0.175
H -1.092 -2.042 2.900
H -1.681 -0.671 3.816
H -6.452 1.783 -1.264
H 2.071 -2.431 -2.792
H -0.426 -0.336 2.685
H 1.507 -3.264 1.676
H 1.722 -4.899 1.015
H 0.657 2.835 -1.637
H -0.483 7.180 0.364
*
```

Properties
largest force on an atom: 3.61 eV Å⁻¹
DFT total energy: -151368.2514 eV



Entry 2:
DFT (ωB97M-V/def2-TZVPD) results for a structure of composition C29H35F5N4NiP2 in a non-equilibrium geometry.

```
! wB97M-V def2-TZVPD RIJCOSX def2/J DEFGRID3
* xyz 0 3
Ni -0.025 0.302 -0.816
P 1.507 -0.347 -2.080
P -1.366 -0.766 -2.044
F -2.965 2.138 1.863
F -2.897 0.583 -0.180
F -1.456 3.022 0.537
F -1.678 -0.452 1.392
F -0.850 1.970 2.371
N 2.575 0.925 -2.528
N 2.696 -1.550 -1.550
N -2.719 -1.756 -1.547
N -2.166 0.571 -2.895
C -3.966 -1.907 -2.165
C 1.244 0.505 0.612
C -2.031 1.694 -7.351
C 0.875 -1.024 -3.623
C -3.303 1.808 -4.405
C -1.135 2.261 -8.417
C -1.891 1.918 -2.630
C 3.716 -3.537 -1.173
C 3.600 2.936 -2.566
C -3.938 -3.245 -0.334
C -2.576 2.692 -3.561
C 0.302 2.596 -7.949
C 4.259 -2.580 -0.263
C -2.983 0.512 -4.008
C -4.728 -2.813 -1.440
C 0.833 0.435 -6.814
C 0.193 -0.353 -7.924
C 0.864 1.775 -6.811
C -2.139 0.394 -7.076
C -1.320 -0.671 -7.741
C -1.729 1.943 1.330
C -0.508 -1.648 -3.397
C 4.249 2.069 -3.509
C 3.600 0.842 -3.469
C 2.763 -2.888 -1.939
C -1.669 0.629 0.504
C 3.604 -1.375 -0.497
C -2.707 -2.600 -0.425
C 2.567 2.214 -1.989
H 1.583 -1.747 -4.047
H -3.267 -0.438 -4.436
H -2.985 0.020 -6.497
H 2.080 1.199 0.436
H -1.748 -0.826 -8.753
H -1.609 3.205 -8.746
H -3.967 2.066 -5.212
H 0.322 0.177 -8.883
H 0.736 -1.318 -8.008
H 3.847 3.953 -2.339
H 5.023 -2.753 0.478
H -1.833 -2.666 0.205
H -4.220 -1.350 -3.053
H 1.386 -0.170 -6.099
H -1.105 -1.666 -4.319
H 1.824 2.485 -1.251
H -1.423 -1.627 -7.201
H 3.747 -0.066 -4.030
H 3.677 -0.433 0.021
H -1.106 1.594 -9.291
H 1.608 -0.513 0.830
H 0.968 2.476 -8.829
H 3.983 -4.584 -1.240
H 5.082 2.326 -4.142
H 0.814 -0.178 -4.320
H 0.332 3.657 -7.673
H -2.549 3.765 -3.617
H -4.241 -3.937 0.427
H 1.418 2.336 -6.053
H 0.624 0.869 1.440
H -1.284 2.203 -1.784
H -2.673 2.427 -6.860
H -0.427 -2.684 -3.036
H 2.123 -3.253 -2.728
H -5.728 -3.118 -1.690
*
```

Properties
largest force on an atom: 3.08 eV Å⁻¹
DFT total energy: -109804.4123 eV



Entry 3:
DFT (ωB97M-V/def2-TZVPD) results for a structure of composition C29H35N2O4PPd in a non-equilibrium geometry.

```
! wB97M-V def2-TZVPD RIJCOSX def2/J DEFGRID3
* xyz 0 1
Pd -0.093 -0.028 -0.128
P 0.025 -2.279 -0.597
O 0.477 2.603 -3.153
O -0.579 0.056 1.966
O -0.557 1.476 3.638
O 0.174 0.668 -2.043
N -0.053 1.888 0.207
N 2.243 -0.469 0.156
C -0.527 -4.178 -2.668
C 4.059 -1.778 -0.828
C 0.499 -3.173 1.975
C -0.133 2.307 1.461
C 2.819 0.287 2.815
C 0.233 2.690 -0.804
C 4.499 -3.006 -1.259
C 2.685 -1.540 -0.540
C 3.625 -4.088 -1.450
C 1.783 -2.591 -0.872
C 4.081 3.277 0.832
C 4.714 4.627 1.089
C -0.409 -3.441 0.768
C 0.370 4.501 0.726
C 2.283 -3.847 -1.257
C 2.945 0.723 0.327
C -1.886 -3.314 1.169
C 0.301 1.963 -2.142
C -0.991 -2.875 -2.026
C -1.140 -1.785 -3.089
C 3.925 2.796 -0.460
C -0.446 1.188 2.373
C 3.679 2.453 1.874
C 3.254 1.116 -2.186
C 4.142 -5.460 -1.819
C 3.130 1.195 1.648
C 0.447 4.036 -0.574
C 3.377 1.544 -0.742
C 0.073 3.627 1.768
H 4.890 -5.405 -2.615
H 2.697 0.863 3.739
H 4.231 3.425 -1.296
H 1.935 -0.313 2.627
H 3.635 -0.424 2.971
H 4.212 0.742 -2.560
H -1.258 -4.469 -3.426
H 0.287 -3.896 2.768
H 4.368 5.371 0.366
H -1.972 -3.042 -1.575
H 1.554 -3.245 1.711
H 4.483 4.992 2.093
H -0.449 -5.001 -1.954
H 3.332 -6.108 -2.160
H 0.680 4.682 -1.411
H -2.564 -3.639 0.379
H -2.089 -3.926 2.052
H -2.124 -2.276 1.420
H -0.210 -4.446 0.386
H 0.435 -4.047 -3.163
H -0.714 0.640 4.109
H -1.815 -2.133 -3.877
H 2.518 0.328 -2.320
H 0.320 -2.172 2.369
H 4.618 -5.948 -0.962
H -0.177 -1.546 -3.544
H 3.816 2.793 2.900
H 0.015 3.953 2.798
H -1.538 -0.865 -2.675
H 0.551 5.549 0.932
H 5.802 4.573 1.001
H 5.563 -3.155 -1.431
H 1.598 -4.674 -1.405
H 2.962 1.963 -2.812
H 4.770 -0.986 -0.625
*
```

Properties
largest force on an atom: 1.34 eV Å⁻¹
DFT total energy: -54581.1964 eV



Entry 4:
DFT (ωB97M-V/def2-TZVPD) results for a structure of composition C29H36AlCl56O in a non-equilibrium geometry.

```
! wB97M-V def2-TZVPD RIJCOSX def2/J DEFGRID3
* xyz -1 1
Cl -8.746 3.162 6.966
Cl 7.548 2.433 -2.047
Cl -7.588 -4.447 -0.187
Cl -3.956 -6.744 5.030
Cl 12.785 0.994 11.137
Cl -4.822 1.935 -1.334
Cl 1.110 2.892 -1.819
Cl -10.864 -5.078 -2.474
Cl 6.149 4.676 -3.280
Cl 9.178 0.565 3.149
Cl -4.654 2.935 -4.078
Cl 4.423 8.774 -6.260
Cl -0.072 -0.790 -7.991
Cl -9.362 0.386 6.384
Cl 2.465 0.519 -7.570
Cl 5.917 5.084 -0.051
Cl -7.106 -5.811 2.284
Cl 3.168 -0.026 -2.226
Cl 11.208 0.343 1.083
Cl 6.792 6.319 2.431
Cl -8.843 3.719 -2.098
Cl -0.420 -4.005 -9.159
Cl 7.099 8.474 -5.170
Cl -5.222 -3.299 3.937
Cl -6.525 0.784 -3.365
Cl -9.977 2.450 4.436
Cl 9.456 -1.367 -1.846
Cl 6.715 2.284 -4.818
Cl 9.423 -0.953 -4.718
Cl 0.337 4.268 -4.226
Cl 7.911 -3.141 -3.551
Cl -1.629 -6.258 -7.831
Cl 1.065 5.814 -1.876
Cl -4.597 0.774 2.063
Cl 6.737 3.428 2.190
Cl -5.240 -8.767 6.668
Cl -6.508 1.066 4.223
Cl 14.490 -0.911 9.763
Cl -7.822 -2.215 3.435
Cl -12.796 -6.837 -1.221
Cl -10.557 -5.794 0.313
Cl -6.799 -6.572 5.587
Cl -6.955 -2.641 6.189
Cl 13.690 -1.398 12.512
Cl 9.530 -1.894 5.602
Cl 2.571 1.902 1.519
Cl -4.963 -5.589 0.365
Cl 4.795 7.649 -3.610
Cl 0.039 2.077 -7.380
Cl -11.447 3.447 -0.864
Cl 9.061 0.505 7.156
Cl 10.388 -1.773 8.374
Cl -0.704 -4.001 -6.268
Cl 8.454 0.897 0.359
Cl -9.781 1.112 -1.257
Cl -7.256 1.776 1.496
Al 0.644 -0.333 0.161
O -0.970 0.562 -4.578
C 9.511 0.065 1.491
C -2.308 -0.685 -3.010
C 0.761 0.486 -7.114
C -0.065 -0.860 -1.654
C -5.713 2.258 -2.819
C -1.409 -4.511 -7.798
C -6.296 0.693 2.514
C -1.970 0.681 -3.543
C 1.047 -3.159 1.022
C -11.700 -5.471 -0.985
C 2.308 0.848 0.114
C -9.795 2.830 -0.911
C 7.288 3.348 -3.531
C 5.966 4.933 1.705
C -9.858 2.061 6.151
C -1.604 -1.008 -1.696
C -5.218 -7.063 6.210
C 4.388 1.900 -0.739
C 10.145 -0.856 6.882
C 0.951 -1.899 1.392
C 13.213 -0.707 10.961
C 0.323 4.320 -2.460
C 8.493 -1.494 -3.319
C 5.469 7.798 -5.228
C -6.695 -5.764 0.577
C -1.340 1.790 0.326
C 3.245 0.969 -0.799
C -6.859 -3.222 4.522
C -0.784 0.822 1.015
H 0.307 -0.227 -2.436
H -5.014 -6.479 7.096
H -3.372 -0.688 -2.805
H -6.680 -0.310 2.376
H 0.356 -1.832 -1.891
H 11.102 -0.465 6.569
H -2.806 1.180 -4.012
H -1.825 -2.039 -1.489
H -1.132 0.672 2.031
H -9.350 2.984 0.061
H 5.016 1.761 -1.597
H 4.941 1.819 0.181
H 4.947 4.920 2.068
H 7.635 -0.844 -3.214
H -10.837 2.185 6.591
H -2.259 2.273 0.614
H -12.292 -4.614 -0.700
H 8.236 3.767 -3.836
H 9.317 -0.996 1.414
H 1.033 -1.710 2.453
H -7.000 -6.701 0.135
H -0.704 4.296 -2.120
H -2.097 -0.428 -0.928
H -0.142 0.898 -4.240
H 0.842 -3.456 0.011
H -2.130 -1.405 -3.795
H -7.265 -4.222 4.496
H -1.553 1.282 -2.753
H -6.470 2.995 -2.612
H -0.787 2.123 -0.544
H 0.695 0.266 -6.054
H 12.339 -1.236 10.610
H -2.379 -4.045 -7.894
H 4.024 2.913 -0.810
H 1.305 -3.913 1.743
H 5.533 6.807 -5.655
*
```

Properties
largest force on an atom: 1.71 eV Å⁻¹
DFT total energy: -740556.3801 eV



Entry 5:
DFT (ωB97M-V/def2-TZVPD) results for a structure of composition C29H36AsNOPSiY.

```
! wB97M-V def2-TZVPD RIJCOSX def2/J DEFGRID3
* xyz 2 1
Y -0.434 0.377 0.476
As -3.253 1.966 -1.490
P 1.731 -0.700 -1.075
Si -1.638 -0.237 2.962
O -1.964 1.181 -0.718
N -0.842 -1.957 -0.294
C 3.288 -0.316 -1.887
C 5.619 -0.751 -2.280
C 2.357 -2.988 2.309
C 5.640 0.257 -3.236
C -0.912 -3.587 -2.145
C -2.318 2.590 2.493
C 2.061 -2.639 0.999
C 2.528 -0.335 1.527
C 3.313 0.700 -2.841
C -0.709 -0.794 4.499
C -2.771 3.789 -1.766
C -1.312 1.644 2.740
C 0.914 -3.736 -3.705
C 2.744 -2.018 3.225
C -0.705 4.269 1.847
C -3.564 1.104 -3.162
C 2.148 -1.307 0.594
C -0.256 -2.565 -1.481
C 1.573 -2.717 -3.034
C 0.991 -2.118 -1.920
C -2.021 3.882 2.079
C 0.013 2.078 2.526
C 2.837 -0.690 2.833
C -3.490 -0.440 3.229
C 4.445 -1.042 -1.605
C 0.321 3.363 2.079
C 4.490 0.982 -3.518
C -0.329 -4.166 -3.264
C -4.802 1.840 -0.387
H -4.377 1.609 -3.682
H -2.537 4.235 -0.801
H 6.559 0.481 -3.761
H -0.479 5.277 1.524
H -0.519 -2.448 0.543
H 3.158 0.064 3.540
H 0.339 -0.490 4.471
H -4.604 2.344 0.557
H -1.872 -3.940 -1.787
H -5.643 2.315 -0.891
H -0.730 -1.881 4.588
H -3.739 -1.497 3.340
H 4.513 1.769 -4.260
H -3.602 4.318 -2.230
H 1.353 3.666 1.951
H 1.789 -3.407 0.283
H -0.844 -4.962 -3.785
H -3.353 2.316 2.670
H -4.078 -0.060 2.390
H -3.833 0.066 -2.983
H -2.657 1.155 -3.761
H 2.416 1.269 -3.057
H 4.431 -1.829 -0.860
H 2.299 -4.025 2.614
H 2.981 -2.299 4.242
H -1.849 -2.103 -0.299
H 2.540 -2.376 -3.382
H 1.371 -4.194 -4.571
H 2.656 0.700 1.207
H -1.162 -0.374 5.399
H -3.822 0.068 4.138
H -1.900 3.831 -2.417
H 0.831 1.400 2.781
H 6.519 -1.311 -2.062
H -5.026 0.790 -0.209
H -2.820 4.603 1.952
*
```

Properties
largest force on an atom: 0.04 eV Å⁻¹
DFT total energy: -113232.3342 eV